{"formula": "C5H7NO2", "method": "the ωB97M-V functional and the def2-TZVPD basis", "charge": 0, "e_lumo_ev": 0.78, "e_tot_ev": -10880.394, "smiles": "COc1ocnc1C", "homo_ev": -7.856, "species": ["C", "C", "C", "C", "C", "H", "H", "H", "H", "H", "H", "H", "N", "O", "O"], "positions_angstrom": [[-2.36615, 0.28512, 0.58282], [-0.08589, 0.18801, -0.06180], [0.99082, 1.72458, -0.96557], [1.13319, -0.35930, -0.44025], [1.56794, -1.63169, 0.09284], [-2.72471, 0.96312, -0.31700], [-3.13852, -0.47998, 0.83595], [-2.34026, 0.84728, 1.65213], [1.48351, 2.86591, -0.97698], [2.69527, -1.92333, 0.26279], [1.03043, -2.36818, -0.68990], [1.33721, -1.88643, 1.14477], [1.77991, 0.68726, -1.02677], [-1.17190, -0.40310, 0.27191], [-0.19086, 1.49072, -0.36494]], "forces_ev_per_angstrom": [[-1.56, 1.62, 1.33], [1.20, 0.06, -0.89], [3.50, 3.11, -0.30], [-2.02, 2.79, 1.82], [1.52, -4.22, -1.14], [0.79, -1.24, 2.08], [0.70, 0.34, -0.83], [0.48, -0.65, -2.70], [-2.04, -3.34, -0.35], [-1.75, 1.11, -1.60], [1.56, 0.56, 2.24], [-1.20, 0.55, -0.64], [0.70, 1.10, -0.01], [-2.38, -1.94, 1.30], [0.49, 0.17, -0.30]]}

=====

{"formula": "C9H12NO", "method": "the ωB97M-V functional and the def2-TZVPD basis", "charge": 1, "e_lumo_ev": -4.15, "e_tot_ev": -13052.748, "homo_ev": -12.914, "species": ["C", "C", "C", "C", "C", "C", "C", "C", "C", "N", "O", "H", "H", "H", "H", "H", "H", "H", "H", "H", "H", "H", "H"], "positions_angstrom": [[1.14486, -2.52962, -0.25232], [-0.15157, -2.29759, -0.19626], [0.15200, 0.22503, -0.42572], [-0.89089, 1.13847, -0.74547], [-1.38965, -0.23234, 1.19584], [1.29843, -0.81455, 0.84519], [-2.12744, 0.41766, 0.03446], [-0.23799, -0.91140, 0.48093], [2.56459, 1.04471, -0.39202], [1.39616, 0.25649, -0.05810], [-2.71810, -0.58752, -0.73034], [1.98987, -3.08191, -0.02052], [-0.99770, -2.75185, -0.47796], [-0.57141, 2.17234, -0.17262], [-1.03022, 1.37559, -1.77455], [-1.10165, 0.54103, 1.93013], [-2.02170, -0.90017, 1.89090], [1.80616, -1.06017, 1.72492], [-2.87813, 1.22115, 0.29315], [3.34404, 0.89953, 0.35211], [2.21954, 2.10779, -0.44462], [2.93108, 0.78147, -1.38364], [-3.11579, -0.14322, -1.47120]], "forces_ev_per_angstrom": [[-1.11, 3.74, 3.00], [2.73, 2.32, 1.22], [0.34, -1.09, 1.06], [-0.76, 2.78, 1.67], [-1.65, -1.13, 2.05], [-2.00, -3.94, -3.21], [0.03, 2.04, -0.16], [1.86, 0.54, 0.11], [-0.62, 1.43, -0.57], [1.08, 0.03, 0.34], [0.48, -0.11, 0.14], [1.10, -1.55, -0.72], [-2.79, -2.07, -1.31], [-1.02, -2.28, -1.43], [-0.40, 0.19, -0.80], [0.55, -0.13, -0.61], [0.69, 0.65, -1.59], [0.89, 0.35, 1.17], [0.75, -0.89, 0.06], [-0.19, 0.06, 0.01], [0.58, -0.71, 0.18], [0.02, -0.16, 0.09], [-0.55, -0.07, -0.69]]}

=====

{"formula": "C11H18AlI2O5RuSSi", "method": "the ωB97M-V functional and the def2-TZVPD basis", "charge": 4, "e_lumo_ev": [-14.42, -18.37], "s_squared": 8.784, "spin_multiplicity": 6, "e_tot_ev": -65983.343, "homo_ev": [-22.208, -22.659], "species": ["I", "I", "Ru", "Al", "S", "C", "C", "C", "C", "C", "C", "C", "C", "O", "O", "O", "O", "H", "H", "H", "H", "H", "H", "H", "H", "H", "C", "Si", "C", "C", "O", "H", "H", "H", "H", "H", "H", "H", "H", "H"], "positions_angstrom": [[-3.07062, -1.48321, -1.92072], [1.47884, -1.29098, 3.32629], [0.90616, 0.00608, 1.12419], [-1.16142, -0.44983, -0.67023], [0.55562, -1.96333, -0.05987], [0.08578, 0.41809, -2.48599], [-1.53079, 1.73574, -1.26780], [1.84335, -2.61986, -1.24795], [2.60053, -3.68563, -0.44964], [2.79159, -1.54105, -1.75579], [1.06034, -3.25487, -2.39908], [0.46668, 1.66666, 1.77596], [2.57265, 0.58937, 0.67141], [-1.71085, 2.77362, -1.72101], [0.54845, 0.88949, -3.42822], [0.20514, 2.70190, 2.24407], [3.63045, 1.01753, 0.41363], [3.38070, -4.14428, -1.07797], [1.89997, -4.46268, -0.11610], [3.06972, -3.24176, 0.43879], [3.35666, -1.95996, -2.60918], [3.50761, -1.25758, -0.97146], [2.23580, -0.65576, -2.09661], [1.76607, -3.75564, -3.08098], [0.50206, -2.49837, -2.96435], [0.35758, -4.00104, -2.00545], [-4.38085, -0.69985, 1.80930], [-2.90389, 0.42674, 2.00248], [-3.29848, 2.19872, 1.58921], [-2.23357, 0.33946, 3.74268], [-1.67372, -0.12690, 1.02105], [-5.24720, -0.33873, 2.38368], [-4.12975, -1.69737, 2.20003], [-4.68495, -0.80614, 0.75813], [-3.98131, 2.59141, 2.35582], [-2.39335, 2.81973, 1.59781], [-3.78898, 2.30576, 0.61605], [-1.98362, -0.69761, 3.99608], [-1.31727, 0.93777, 3.84119], [-2.94597, 0.70158, 4.49670]], "forces_ev_per_angstrom": [[-0.90, -0.57, -0.77], [0.17, 0.41, -0.40], [-2.09, -3.87, 1.94], [1.17, 0.23, 0.47], [-0.69, 0.34, -0.34], [1.95, 1.12, -4.35], [-1.31, 4.01, -1.24], [0.95, -0.59, -1.22], [-0.51, 0.01, 0.50], [-0.08, 0.15, 0.22], [-0.33, -0.13, 0.29], [-0.61, 7.19, 2.71], [6.73, 2.85, -1.81], [0.69, -3.67, 1.67], [-1.72, -1.77, 3.74], [0.69, -4.02, -1.85], [-4.71, -1.97, 1.18], [-0.28, 0.22, 0.15], [0.33, -0.01, -0.10], [0.11, -0.16, -0.23], [-0.21, 0.26, 0.39], [-0.12, -0.02, -0.36], [0.41, -0.20, -0.04], [-0.26, 0.17, 0.22], [0.10, -0.08, -0.11], [0.15, 0.03, -0.27], [-0.36, 0.48, -0.55], [0.07, -3.77, 0.87], [-0.66, 3.67, -0.37], [0.78, 1.13, 0.99], [0.62, 0.34, -0.94], [0.17, 0.08, -0.21], [0.33, 0.15, 0.00], [-0.19, -0.03, 0.22], [0.03, -0.51, 0.19], [0.21, -0.51, 0.25], [-0.09, -0.78, -0.09], [-0.25, -0.25, -0.53], [-0.26, -0.01, 0.10], [-0.06, 0.06, -0.32]]}

=====

{"formula": "C4H8O5", "method": "the ωB97M-V functional and the def2-TZVPD basis", "charge": 0, "e_lumo_ev": 0.32, "e_tot_ev": -14513.070, "homo_ev": -10.000, "species": ["O", "H", "H", "O", "O", "O", "O", "C", "C", "C", "C", "H", "H", "H", "H", "H", "H"], "positions_angstrom": [[3.50277, 3.39345, -0.82367], [4.15415, 3.54314, -1.54586], [3.13852, 2.49655, -1.00015], [-3.93067, -2.53812, 1.58014], [2.57702, 1.36009, -0.77834], [-2.60346, -1.04186, 0.56906], [0.91792, -0.18178, -0.24384], [-3.01331, -2.26334, 0.81453], [1.57061, 1.01287, -0.13037], [-1.49809, -0.86369, -0.27912], [-0.19252, -0.54543, 0.53201], [-2.55811, -2.97522, 0.09783], [1.13086, 1.59443, 0.70394], [-1.22652, -1.70011, -0.95150], [-1.52753, 0.06094, -0.88712], [0.04207, -1.51523, 1.01148], [-0.48372, 0.16332, 1.33096]], "forces_ev_per_angstrom": [[1.67, 1.81, -1.31], [-0.67, 0.13, 0.90], [0.74, 1.76, 0.25], [2.45, 0.77, -1.52], [-5.33, -5.43, 1.93], [0.71, 1.70, 0.07], [1.24, 0.96, -1.48], [-2.87, -2.06, 0.65], [1.57, 0.19, -0.38], [2.78, 1.47, -1.16], [-1.45, -1.46, 1.90], [0.05, -0.29, 0.52], [0.27, 0.26, -0.43], [-0.79, 0.13, 0.35], [-1.26, -0.59, 0.01], [0.39, 0.63, 0.12], [0.50, 0.02, -0.42]]}

=====

Relative energy (zero: lowest compared OMol25 entry of this formula, charge and spin) readings, ordered: 3.2236, 4.7751, 0.0000, 2.7257 eV